The following is a DFT calculation (wB97M-V/def2-TZVPD) of the molecule C3H3N3O.

Values from the calculation:
HOMO-LUMO gap = 9.083 eV
DFT total energy = -9675.30558 eV
energy relative to the best compared isomer or geometry (same formula, charge and spin) = 2.149 eV
HOMO level = -0.346 hartree

```
! wB97M-V def2-TZVPD RIJCOSX def2/J DEFGRID3
* xyz 0 1
O -1.37078 -0.15764 -2.25786
C -0.48160 0.34265 -1.69334
N -0.95961 -1.48307 1.24106
N -0.43369 -0.68547 0.44662
C 0.62220 0.11379 0.88649
C 1.02805 0.98947 -0.05267
N 0.48006 1.02741 -1.32792
H -1.72676 -1.91997 0.70536
H 1.03604 0.05317 1.88864
H 1.79645 1.72850 0.13991
*
```

***

The following is a DFT calculation (wB97M-V/def2-TZVPD) of the molecule C3H3N3O at a distorted geometry.

Values from the calculation:
HOMO-LUMO gap (spin up / spin down) = 9.087 / 8.594 eV
DFT total energy = -9673.01249 eV
energy relative to the best compared isomer or geometry (same formula, charge and spin) = 0.130 eV
HOMO level (spin up / spin down) = -0.300 / -0.368 hartree

```
! wB97M-V def2-TZVPD RIJCOSX def2/J DEFGRID3
* xyz 0 3
C -0.10821 0.30974 -1.08951
C 0.08443 0.04651 1.12597
C -0.01006 -0.69219 -0.02010
N -0.06855 1.51709 -0.55812
N -0.04261 -2.04774 -0.12841
N 0.17329 1.36353 0.71987
O -0.28633 -2.50386 -1.31374
H -0.24779 0.19564 -2.07937
H 0.10594 -0.41831 2.12248
H 0.39991 2.22958 1.22092
*
```

***

The following is a DFT calculation (wB97M-V/def2-TZVPD) of a structure of composition C3H3N3O2 at a distorted geometry.

Values from the calculation:
HOMO-LUMO gap = 9.582 eV
DFT total energy = -11718.27583 eV
energy relative to the best compared isomer or geometry (same formula, charge and spin) = 7.681 eV
HOMO level = -0.358 hartree

```
! wB97M-V def2-TZVPD RIJCOSX def2/J DEFGRID3
* xyz 0 1
C -2.40159 0.00602 -0.08782
C -1.09017 0.11583 -0.04148
C 1.07974 -0.39476 -0.08412
H -2.88537 1.01773 0.29023
H -3.43236 -0.94621 -0.32581
H -0.52189 1.09411 0.13050
N 2.14706 -1.20254 -0.00052
N 3.16797 -0.45540 -0.06661
N 1.38564 0.86840 -0.01647
O -0.21990 -0.84786 0.17395
O 2.77088 0.74468 0.02815
*
```

***

The following is a DFT calculation (wB97M-V/def2-TZVPD) of a cluster of 2 separate species, C3H3N3O2 in total at a distorted geometry.

Values from the calculation:
HOMO-LUMO gap = 8.177 eV
DFT total energy = -11717.84629 eV
energy relative to the best compared isomer or geometry (same formula, charge and spin) = 8.111 eV
HOMO level = -0.333 hartree

```
! wB97M-V def2-TZVPD RIJCOSX def2/J DEFGRID3
* xyz 0 1
C -0.49157 -0.23753 0.04988
C -0.53491 -1.27077 -0.87227
C 0.92495 1.59998 0.57438
H -2.11520 -0.80300 1.22503
H -1.19365 -2.03924 -0.86314
H 2.42487 1.56463 0.99946
N 0.49991 -1.26215 -1.58383
N 1.34882 -0.35786 -1.12195
N 0.71634 0.37873 -0.14419
O -1.37334 0.00665 0.91024
O -0.20622 2.42057 0.82641
*
```

***

The following is a DFT calculation (wB97M-V/def2-TZVPD) of the molecule C3H3N3O2 at a distorted geometry.

Values from the calculation:
HOMO-LUMO gap = 8.269 eV
DFT total energy = -11719.30824 eV
energy relative to the best compared isomer or geometry (same formula, charge and spin) = 6.649 eV
HOMO level = -0.353 hartree

```
! wB97M-V def2-TZVPD RIJCOSX def2/J DEFGRID3
* xyz 0 1
C -1.54429 0.22548 -0.01656
C -0.31931 -0.24440 -0.33130
C 0.65533 0.76384 -0.01808
H -3.55416 0.11952 -0.25982
H -1.99770 1.29178 0.40495
H 0.20158 -2.37362 -0.25752
N 0.48698 -1.45762 -0.35425
N 1.89302 -1.12542 0.20147
N 1.96399 0.24702 0.38307
O -2.82306 -0.39904 0.28960
O 0.59706 2.00465 -0.20260
*
```

***

The following is a DFT calculation (wB97M-V/def2-TZVPD) of the molecule C3H3N3O2 at a distorted geometry.

Values from the calculation:
HOMO-LUMO gap = 10.132 eV
DFT total energy = -11723.04661 eV
energy relative to the best compared isomer or geometry (same formula, charge and spin) = 2.910 eV
HOMO level = -0.375 hartree

```
! wB97M-V def2-TZVPD RIJCOSX def2/J DEFGRID3
* xyz 0 1
C -0.64657 -0.47491 -0.96937
C -0.92180 -1.00865 1.21744
C 0.70223 0.63325 0.66748
H 1.50408 1.69723 -1.02723
H -0.92938 -0.65440 -2.03146
H -1.45406 -1.59518 2.01157
N 0.31835 0.38333 -0.62849
N -1.29092 -1.18811 -0.08988
N 0.09749 -0.27340 1.50833
O 1.06985 0.98463 -1.60200
O 1.55072 1.49620 0.94361
*
```

***

The following is a DFT calculation (wB97M-V/def2-TZVPD) of a cluster of 2 separate species, C3H3N3O2 in total at a distorted geometry.

Values from the calculation:
HOMO-LUMO gap (spin up / spin down) = 8.811 / 7.651 eV
DFT total energy = -11717.03299 eV
energy relative to the best compared isomer or geometry (same formula, charge and spin) = 8.924 eV
HOMO level (spin up / spin down) = -0.345 / -0.316 hartree

```
! wB97M-V def2-TZVPD RIJCOSX def2/J DEFGRID3
* xyz 0 1
C -1.01095 1.80949 -0.56061
C -1.09707 -0.34840 0.92847
C -0.15836 -0.56314 -0.22181
N -1.35465 2.77001 -1.01833
N -0.60540 0.70099 0.00382
N 2.18456 -0.68497 -0.19077
O 2.55487 -1.51738 0.58632
O 2.66814 -0.10045 -1.06831
H -2.16911 -0.71118 0.79082
H -0.89437 -0.25340 1.93117
H -0.11765 -1.10157 -1.18076
*
```

***

The following is a DFT calculation (wB97M-V/def2-TZVPD) of the molecule C3H3N3O2 at a distorted geometry.

Values from the calculation:
HOMO-LUMO gap = 9.432 eV
DFT total energy = -11719.35538 eV
energy relative to the best compared isomer or geometry (same formula, charge and spin) = 6.602 eV
HOMO level = -0.353 hartree

```
! wB97M-V def2-TZVPD RIJCOSX def2/J DEFGRID3
* xyz 0 1
C -0.11690 -0.36093 -1.17640
C -0.29722 -0.21617 1.58575
C 1.22773 1.11312 0.49957
H -0.71598 -1.09374 -2.89424
H -0.37889 -0.65459 2.52679
H 1.95282 1.89060 0.52598
N 0.05604 -0.70056 -2.49366
N -1.23145 -0.62485 0.86562
N 0.85595 0.45515 -0.55688
O -1.40704 -0.31999 -0.46237
O 0.96912 0.66167 1.67266
*
```

***

The following is a DFT calculation (wB97M-V/def2-TZVPD) of the molecule C3H3N3O2 at a distorted geometry.

Values from the calculation:
HOMO-LUMO gap = 9.628 eV
DFT total energy = -11722.53913 eV
energy relative to the best compared isomer or geometry (same formula, charge and spin) = 3.418 eV
HOMO level = -0.351 hartree

```
! wB97M-V def2-TZVPD RIJCOSX def2/J DEFGRID3
* xyz 0 1
C -0.85774 1.70945 1.02656
C 0.12046 -0.05583 -0.18693
C 0.31222 -2.11144 -0.03530
H -0.90569 1.10305 1.92493
H 0.19606 -3.17642 0.26261
H 1.19782 -2.31208 -1.86516
N -0.09700 1.19234 -0.00889
N -0.24459 -1.12017 0.55088
N 1.12415 -1.80100 -1.02495
O -1.34040 2.82528 1.02816
O 0.91343 -0.42101 -1.24912
*
```

***

The following is a DFT calculation (wB97M-V/def2-TZVPD) of the molecule C3H3N3O2 at a distorted geometry.

Values from the calculation:
HOMO-LUMO gap = 9.174 eV
DFT total energy = -11720.80353 eV
energy relative to the best compared isomer or geometry (same formula, charge and spin) = 5.154 eV
HOMO level = -0.360 hartree

```
! wB97M-V def2-TZVPD RIJCOSX def2/J DEFGRID3
* xyz 0 1
C 0.04860 0.41092 -0.04713
C -0.12766 -0.06626 1.35486
C -0.97059 1.54023 -0.20569
H 1.59663 -1.91311 -0.36254
H 1.64541 -1.64487 -1.96391
H 0.02385 -1.18495 1.76145
N 1.11279 -1.40270 -1.18875
N 0.52260 -0.21619 -1.09888
N -1.12937 0.53794 1.88464
O -1.54209 1.69565 0.95201
O -1.18018 2.24334 -1.08608
*
```

***

The following is a DFT calculation (wB97M-V/def2-TZVPD) of the molecule C3H3N3S at a distorted geometry.

Values from the calculation:
HOMO-LUMO gap = 8.400 eV
DFT total energy = -18461.84573 eV
energy relative to the best compared isomer or geometry (same formula, charge and spin) = 3.237 eV
HOMO level = -0.349 hartree

```
! wB97M-V def2-TZVPD RIJCOSX def2/J DEFGRID3
* xyz 0 1
C 1.14611 0.55482 -0.00162
C -0.12247 0.14055 -0.00611
C -1.89261 -1.08841 -0.08311
H 3.53843 0.61549 0.48924
H 1.56647 1.62789 0.08427
H -2.70780 -1.70390 0.04388
N -0.67342 -1.15059 0.03652
N -2.26045 0.37998 -0.27244
N -1.17325 1.04472 -0.08611
S 2.57900 -0.42053 -0.20452
*
```

***

The following is a DFT calculation (wB97M-V/def2-TZVPD) of the ion C3H3N4O with charge +1 at a distorted geometry.

Values from the calculation:
HOMO-LUMO gap = 7.048 eV
DFT total energy = -11154.00347 eV
energy relative to the best compared isomer or geometry (same formula, charge and spin) = 2.784 eV
HOMO level = -0.485 hartree

```
! wB97M-V def2-TZVPD RIJCOSX def2/J DEFGRID3
* xyz 1 1
C 0.01097 -1.30033 0.34012
C -1.17261 -1.19548 -0.20138
C 0.27050 1.56277 -0.45528
N -2.56967 0.33285 -1.33891
N -1.88926 -0.36313 -0.76055
N 1.08240 -0.44787 0.49259
N 1.11460 0.92377 0.20840
O -0.62260 2.10904 -0.93334
H 0.16998 -2.25487 0.80338
H 1.87287 -0.82103 1.01933
H 1.73282 1.45428 0.82563
*
```

***

The following is a DFT calculation (wB97M-V/def2-TZVPD) of a cluster of 2 separate species, C3H3N4O3 in total at a distorted geometry.

Values from the calculation:
HOMO-LUMO gap = 8.820 eV
DFT total energy = -15262.39049 eV
energy relative to the best compared isomer or geometry (same formula, charge and spin) = 0.001 eV
HOMO level = -0.183 hartree

```
! wB97M-V def2-TZVPD RIJCOSX def2/J DEFGRID3
* xyz -1 1
C 0.04403 1.26551 -0.87316
C -1.80361 1.89076 0.62888
C 1.30479 -1.83701 -0.33975
N 0.95262 1.11890 -1.62487
N -0.74324 1.86679 -0.17739
N -0.17080 -1.22651 1.38381
N 0.43375 -0.75585 0.42159
O 2.11978 -1.29241 -1.13233
O -2.23049 2.85696 1.20343
O 0.93161 -2.95995 -0.12492
H -2.38912 0.95707 0.82308
H 1.66345 0.38960 -1.42306
H -0.11277 -2.27386 1.23468
*
```

***

The following is a DFT calculation (wB97M-V/def2-TZVPD) of a cluster of 2 separate species, C3H3N5O2 in total at a distorted geometry.

Values from the calculation:
HOMO-LUMO gap (spin up / spin down) = 6.812 / 7.392 eV
DFT total energy = -14698.89129 eV
HOMO level (spin up / spin down) = -0.003 / -0.029 hartree

```
! wB97M-V def2-TZVPD RIJCOSX def2/J DEFGRID3
* xyz -2 3
C 0.34061 0.40445 -1.49487
C 1.31256 0.30125 1.98667
C -1.05128 -0.46774 1.13455
N -0.67980 -0.18244 -3.13689
N -0.72947 -0.24835 -1.85681
N 1.15109 0.78474 -2.47955
N 0.44860 0.44303 -3.59176
N 0.23616 0.19492 1.04046
O 2.22096 1.07202 1.78119
O 1.07837 -0.28090 3.05630
H -1.06903 -1.38302 1.94493
H -1.86301 0.14000 1.50547
H -1.39577 -0.77796 0.11030
*
```

***

The following is a DFT calculation (wB97M-V/def2-TZVPD) of the molecule C3H3N5O4 at a distorted geometry.

Values from the calculation:
HOMO-LUMO gap = 8.251 eV
DFT total energy = -18788.26975 eV
energy relative to the best compared isomer or geometry (same formula, charge and spin) = 7.716 eV
HOMO level = -0.349 hartree

```
! wB97M-V def2-TZVPD RIJCOSX def2/J DEFGRID3
* xyz 0 1
C -0.96548 0.87669 0.10878
C -1.81890 -0.73253 -1.53183
C 0.80151 -0.58016 0.56576
N -1.40566 0.15152 -0.82920
N 0.19395 0.52707 0.81746
N 0.50369 1.45499 1.82370
N -1.60509 -1.15405 -2.83455
N 1.96673 -0.91898 1.24819
O -0.63867 -1.88812 -2.90203
O 3.01245 -0.77036 0.63867
O -2.38279 -0.85802 -3.70552
O 1.84470 -1.43010 2.35106
H -1.45092 1.79963 0.37892
H 0.67316 2.38917 1.46825
H 1.27132 1.13324 2.40234
*
```

***

The following is a DFT calculation (wB97M-V/def2-TZVPD) of the molecule C3H3NO at a distorted geometry.

Values from the calculation:
HOMO-LUMO gap = 11.277 eV
DFT total energy = -6695.49840 eV
energy relative to the best compared isomer or geometry (same formula, charge and spin) = 0.994 eV
HOMO level = -0.382 hartree

```
! wB97M-V def2-TZVPD RIJCOSX def2/J DEFGRID3
* xyz 0 1
C -0.51859 -0.15179 0.00396
C 0.94953 -0.10853 -0.02801
C 2.14907 0.01282 0.00797
H -0.42949 1.89551 0.01546
H -2.03532 1.23657 0.13364
H 3.19870 0.15468 0.07044
N -1.02638 1.09420 -0.02298
O -1.12866 -1.18264 0.00472
*
```

***

The following is a DFT calculation (wB97M-V/def2-TZVPD) of the molecule C3H3NO.

Values from the calculation:
HOMO-LUMO gap = 11.273 eV
DFT total energy = -6695.48600 eV
energy relative to the best compared isomer or geometry (same formula, charge and spin) = 1.006 eV
HOMO level = -0.381 hartree

```
! wB97M-V def2-TZVPD RIJCOSX def2/J DEFGRID3
* xyz 0 1
N 1.30269 -0.33822 0.55157
C 0.55209 0.18329 -0.44353
O 1.08304 0.64809 -1.43444
C -0.89432 0.15790 -0.24267
C -2.09051 0.16095 -0.12215
H 0.92158 -0.75226 1.39221
H 2.27571 -0.22531 0.32546
H -3.15373 0.16760 -0.03047
*
```

***

The following is a DFT calculation (wB97M-V/def2-TZVPD) of the molecule C3H3NO at a distorted geometry.

Values from the calculation:
HOMO-LUMO gap = 10.259 eV
DFT total energy = -6694.20309 eV
energy relative to the best compared isomer or geometry (same formula, charge and spin) = 2.289 eV
HOMO level = -0.362 hartree

```
! wB97M-V def2-TZVPD RIJCOSX def2/J DEFGRID3
* xyz 0 1
C -0.05790 1.45065 0.01405
C 1.32704 0.29082 0.02373
C 0.16055 -0.66773 -0.04366
N -0.80688 0.39645 0.04827
O 2.49811 0.14988 -0.01425
H -0.37520 2.40006 0.13806
H 0.05196 -1.39446 -0.90422
H 0.14314 -1.08519 0.96742
*
```

***

The following is a DFT calculation (wB97M-V/def2-TZVPD) of a cluster of 2 separate species, C3H3NO in total at a distorted geometry.

Values from the calculation:
HOMO-LUMO gap = 12.143 eV
DFT total energy = -6696.10875 eV
energy relative to the best compared isomer or geometry (same formula, charge and spin) = 0.383 eV
HOMO level = -0.420 hartree

```
! wB97M-V def2-TZVPD RIJCOSX def2/J DEFGRID3
* xyz 0 1
C 0.09644 0.67656 -0.09125
C -2.71249 -0.47140 -0.51170
C 1.36359 -0.09780 0.07348
N -0.90314 1.22462 -0.17527
O -2.83282 -0.69514 0.57567
H 2.21368 0.57151 -0.15555
H 1.39551 -0.72761 -0.81976
H 1.37924 -0.48075 1.10439
*
```

***

The following is a DFT calculation (wB97M-V/def2-TZVPD) of the molecule C3H3NO at a distorted geometry.

Values from the calculation:
HOMO-LUMO gap = 9.373 eV
DFT total energy = -6694.52998 eV
energy relative to the best compared isomer or geometry (same formula, charge and spin) = 1.962 eV
HOMO level = -0.333 hartree

```
! wB97M-V def2-TZVPD RIJCOSX def2/J DEFGRID3
* xyz 0 1
C 0.59582 0.87097 0.34471
C 1.48474 0.04104 -0.16196
C -0.64188 0.11966 0.13657
N -0.61610 -1.02372 -0.40802
O 1.54252 -1.00253 -0.66202
H -1.52846 0.64340 0.48874
H 0.67443 1.83737 0.78559
H -1.51107 -1.48620 -0.52361
*
```